# 1
Molecular formula: C66H51BrCaN2O4P3Si
Method: DFT, ωB97M-V/def2-TZVPD

The value obtained for the largest force on an atom is 1.71 eV Å⁻¹. The frontier orbital gap comes out at 3.93 eV. For the HOMO energy, the calculation gives -7.872 eV. The total charge is +1. The multiplicity is 1.

Last column: Löwdin charge in e.
CARTESIAN COORDINATES (ANGSTROEM)
1 Br 2.907 5.530 -1.809  0.809
2 Ca -0.003 -0.277 -0.732  1.089
3 P 2.988 0.066 0.614  1.063
4 P -1.240 -3.172 0.245  1.098
5 P 0.354 2.595 1.785  1.069
6 Si 0.264 -0.747 1.960  0.556
7 O 1.321 -2.223 -1.694  0.025
8 O -3.530 1.036 -2.715  0.167
9 O -2.236 0.196 -1.107  -0.006
10 O 1.965 -3.308 -3.494  0.176
11 N -0.630 -0.946 -2.851  0.040
12 N -0.050 2.694 -1.879  0.067
13 C 3.051 6.340 2.213  -0.093
14 C 1.698 6.517 1.968  -0.088
15 C 0.982 -0.260 4.673  -0.092
16 C 1.360 4.123 1.972  -0.392
17 C 4.460 0.999 2.744  -0.118
18 C -4.402 -1.389 2.206  -0.085
19 C -1.576 -1.236 2.186  -0.321
20 C -0.816 -4.522 1.413  -0.387
21 C 2.734 3.956 2.180  -0.107
22 C -0.472 4.167 -3.728  -0.044
23 C -3.739 -0.513 3.056  -0.078
24 C 1.218 -2.402 -2.878  -0.450
25 C -1.354 3.190 2.110  -0.366
26 C 0.626 4.942 -3.398  -0.094
27 C 1.424 1.860 5.702  -0.073
28 C 0.857 5.415 1.839  -0.093
29 C -0.154 -6.695 3.033  -0.079
30 C -1.725 3.921 3.240  -0.085
31 C -4.186 -5.441 -2.554  -0.080
32 C 2.934 -1.592 1.436  -0.368
33 C 3.248 0.588 -3.423  -0.078
34 C -1.703 -0.340 -3.347  -0.194
35 C 0.688 0.355 3.446  -0.325
36 C -2.354 -0.446 3.049  -0.098
37 C 4.072 -3.543 2.311  -0.072
38 C -0.758 3.054 -2.957  -0.134
39 C -4.077 -5.824 -1.223  -0.064
40 C -1.189 -1.075 -5.542  0.007
41 C -3.220 -5.150 -0.364  -0.081
42 C -2.454 -4.076 -0.817  -0.353
43 C 0.151 -1.656 -3.659  -0.159
44 C -0.089 -1.738 -5.021  0.041
45 C 6.618 2.058 2.665  -0.084
46 C 0.771 1.757 3.372  -0.375
47 C -2.272 -2.124 1.328  -0.434
48 C -3.648 3.279 1.345  -0.088
49 C -3.038 4.329 3.417  -0.069
50 C -2.330 2.874 1.171  -0.113
51 C 4.090 -2.361 1.586  -0.101
52 C 3.479 -0.227 -1.142  -0.387
53 C 1.766 -3.147 2.858  -0.107
54 C -2.519 0.316 -2.279  -0.482
55 C 4.684 -1.281 -2.952  -0.068
56 C -3.666 -2.196 1.350  -0.095
57 C -3.439 -4.370 -3.020  -0.086
58 C 4.350 -1.214 -1.608  -0.070
59 C 1.151 2.491 4.501  -0.101
60 C -2.025 -0.370 -4.690  0.049
61 C 0.056 -5.509 0.955  -0.101
62 C 0.986 3.469 -1.544  -0.221
63 C 2.907 -3.930 2.958  -0.069
64 C 4.132 -0.385 -3.865  -0.083
65 C 3.570 5.054 2.307  -0.073
66 C -4.004 4.011 2.466  -0.082
67 C -2.578 -3.704 -2.154  -0.104
68 C 5.524 1.601 3.394  -0.072
69 C 1.364 4.574 -2.291  -0.662
70 C -1.352 -4.631 2.692  -0.098
71 C 2.938 0.665 -2.066  -0.140
72 C 1.733 -1.983 2.076  -0.302
73 C -1.019 -5.714 3.499  -0.073
74 C 1.335 0.477 5.791  -0.072
75 C 6.630 1.922 1.285  -0.079
76 C 5.562 1.316 0.629  -0.081
77 C 4.480 0.831 1.356  -0.369
78 C 0.382 -6.592 1.754  -0.078
79 H -3.312 4.894 4.300  0.107
80 H 5.376 -2.042 -3.293  0.112
81 H 5.030 -2.014 1.170  0.100
82 H -0.201 5.569 1.661  0.101
83 H 4.402 -0.440 -4.913  0.106
84 H 1.061 -7.352 1.387  0.106
85 H 0.942 -1.342 4.749  0.097
86 H 7.472 2.290 0.712  0.105
87 H -1.862 0.246 3.723  0.096
88 H -5.483 -1.454 2.217  0.101
89 H -4.304 0.123 3.728  0.106
90 H 0.907 5.804 -3.989  0.113
91 H -2.913 0.133 -5.050  0.137
92 H -1.601 2.432 -3.225  0.083
93 H -5.029 4.332 2.605  0.105
94 H 3.146 2.956 2.275  0.074
95 H 1.256 3.568 4.440  0.102
96 H -4.404 3.017 0.613  0.095
97 H 0.887 -3.440 3.421  0.091
98 H 5.585 1.227 -0.451  0.100
99 H -4.184 -2.889 0.698  0.095
100 H 0.490 -5.421 -0.037  0.107
101 H -1.988 -2.879 -2.521  0.061
102 H -3.153 -5.463 0.671  0.111
103 H 3.701 7.200 2.319  0.104
104 H 2.283 1.448 -1.711  0.049
105 H 1.545 3.194 -0.658  0.057
106 H -4.843 -5.981 -3.225  0.106
107 H 1.765 -3.385 -4.435  0.115
108 H 0.549 -2.307 -5.685  0.127
109 H -4.660 -6.658 -0.851  0.110
110 H -1.092 4.413 -4.580  0.114
111 H 1.717 2.446 6.565  0.106
112 H -2.024 -3.869 3.068  0.107
113 H 0.102 -7.537 3.664  0.105
114 H -2.051 2.286 0.307  0.058
115 H 4.629 4.905 2.486  0.105
116 H -1.404 -1.130 -6.601  0.128
117 H 1.550 -0.024 6.729  0.106
118 H 4.974 -4.137 2.399  0.105
119 H 4.761 -1.943 -0.923  0.098
120 H 1.288 7.517 1.881  0.105
121 H -3.522 -4.059 -4.055  0.099
122 H 7.456 2.518 3.174  0.105
123 H 2.894 -4.829 3.565  0.107
124 H 3.605 0.646 3.316  0.103
125 H -0.984 4.168 3.993  0.104
126 H 2.823 1.302 -4.119  0.106
127 H -3.988 1.412 -1.943  0.160
128 H -1.440 -5.789 4.494  0.108
129 H 5.500 1.719 4.471  0.110

=====

# 2
Molecular formula: C66H57FN4O27P2S
Method: DFT, ωB97M-V/def2-TZVPD

The value obtained for the largest force on an atom is 3.88 eV Å⁻¹. The frontier orbital gap comes out at 7.78 eV. For the HOMO energy, the calculation gives -9.532 eV. The multiplicity is 1.

Last column: Löwdin charge in e.
CARTESIAN COORDINATES (ANGSTROEM)
1 S 0.416 1.960 2.474  0.251
2 P -1.190 -2.563 -0.259  0.434
3 P -0.670 0.538 1.743  0.443
4 F -3.746 -2.413 -3.704  0.095
5 O -1.094 5.095 -1.938  0.129
6 O 5.353 9.431 -5.564  0.109
7 O -1.554 -2.560 1.340  -0.154
8 O 0.554 7.323 -6.312  0.074
9 O -1.992 -3.049 -4.852  0.214
10 O -0.424 2.486 5.793  0.073
11 O 3.731 -4.588 4.763  0.094
12 O -2.597 -2.405 -1.021  -0.077
13 O 3.635 4.878 8.207  0.108
14 O -9.745 -10.294 6.573  0.105
15 O -2.509 4.818 -3.662  -0.043
16 O -1.341 9.996 -5.358  0.093
17 O -7.710 -6.065 4.120  0.095
18 O -4.322 -7.007 5.928  0.098
19 O -0.588 -3.844 -0.534  -0.211
20 O 1.382 1.102 -2.403  0.058
21 O 5.656 -4.931 -9.322  0.109
22 O -0.246 2.184 -3.390  0.083
23 O 0.499 -7.777 7.383  0.090
24 O 6.057 -0.577 -4.738  0.105
25 O 8.028 -4.330 -4.627  0.095
26 O -5.087 10.172 -9.096  0.110
27 O 5.439 -2.372 0.206  0.088
28 O 0.042 -1.615 -3.309  0.190
29 O -0.673 -3.466 4.459  0.094
30 O 1.724 -2.574 0.305  0.043
31 O 4.641 -5.520 9.790  0.111
32 N -0.964 0.817 0.005  -0.122
33 N -0.835 0.274 -2.228  0.125
34 N -2.024 -0.914 -3.937  0.215
35 N -0.096 -1.262 -0.504  0.009
36 C -1.511 -4.277 4.794  -0.378
37 C 1.733 -7.506 9.369  0.017
38 C 3.307 -2.356 2.037  0.012
39 C 4.622 -0.844 -2.891  0.037
40 C 6.875 -2.104 -1.643  0.026
41 C 2.706 4.331 7.654  -0.388
42 C -2.199 10.035 -6.216  -0.374
43 C 2.174 -4.792 3.013  0.025
44 C 3.066 9.465 -5.013  0.027
45 C 0.217 1.300 -2.729  -0.708
46 C 4.048 7.818 -6.673  0.024
47 C 1.451 -7.261 7.934  -0.388
48 C 5.914 -0.988 -3.606  -0.391
49 C 8.225 -4.985 -6.878  0.020
50 C -7.812 -9.132 5.901  0.027
51 C -2.922 2.353 0.430  -0.193
52 C 3.411 -5.792 7.802  0.029
53 C 6.054 -4.124 -5.892  0.023
54 C 5.586 -1.961 -0.929  -0.363
55 C -10.153 -8.290 5.410  0.019
56 C 7.629 -5.137 -8.058  0.021
57 C -4.001 3.833 -1.329  -0.193
58 C -3.420 10.858 -6.042  0.020
59 C -3.485 -6.197 5.593  -0.365
60 C 4.255 8.948 -5.734  -0.387
61 C -4.124 5.284 -1.847  -0.170
62 C 2.773 -6.938 9.974  0.020
63 C -0.649 -0.052 -0.922  -0.373
64 C -1.468 5.447 -3.017  -0.495
65 C -4.229 10.132 -8.242  -0.388
66 C -0.799 6.582 -3.790  0.028
67 C 1.674 -4.287 1.894  0.033
68 C 2.200 -3.031 1.327  -0.336
69 C 2.371 -6.362 7.199  0.017
70 C -7.301 -8.069 5.283  0.023
71 C -9.643 -7.228 4.792  0.017
72 C -2.347 -5.853 6.478  0.028
73 C 1.654 7.807 -6.140  -0.373
74 C 2.842 7.290 -6.862  0.026
75 C 3.694 -6.036 9.238  -0.383
76 C -3.383 3.792 0.085  -0.189
77 C -0.852 -0.846 -3.142  -0.438
78 C -1.432 -4.962 6.107  0.023
79 C 3.282 -4.122 3.736  -0.365
80 C -4.361 10.904 -6.982  0.021
81 C -2.500 -2.199 -4.213  -0.503
82 C 2.429 4.550 6.213  0.023
83 C 1.801 3.416 8.393  0.020
84 C 1.410 3.947 5.607  0.012
85 C 7.028 -1.653 -2.885  0.015
86 C 6.198 -4.794 -8.247  -0.386
87 C -8.176 -7.035 4.682  -0.382
88 C -9.277 -9.326 6.012  -0.389
89 C 1.859 8.937 -5.201  0.024
90 C 0.782 2.814 7.787  0.020
91 C -1.583 2.120 -0.305  -0.186
92 C -2.652 -4.622 3.906  0.028
93 C 5.457 -4.276 -7.071  0.029
94 C -3.784 5.372 -3.341  -0.182
95 C 7.484 -4.467 -5.703  -0.380
96 C -3.007 9.309 -8.415  0.026
97 C 3.813 -2.864 3.158  0.037
98 C 0.505 3.033 6.346  -0.391
99 C 4.472 -1.296 -1.649  0.033
100 C -3.566 -5.513 4.279  0.035
101 C -2.065 9.263 -7.475  0.029
102 H -6.235 -7.909 5.191  0.090
103 H 7.676 -2.592 -1.101  0.124
104 H -2.750 -0.273 -3.638  0.152
105 H 3.537 -1.201 -1.110  0.104
106 H 7.961 -1.750 -3.424  0.118
107 H -2.794 2.343 1.520  0.083
108 H 4.415 -4.032 -7.228  0.125
109 H -0.594 -4.696 6.738  0.120
110 H -5.259 11.499 -6.873  0.122
111 H -2.304 -6.364 7.431  0.123
112 H 1.192 4.094 4.557  0.094
113 H -3.465 5.960 -1.292  0.110
114 H 4.091 -5.132 7.279  0.112
115 H -3.392 3.272 -2.045  0.101
116 H -3.499 11.413 -5.116  0.121
117 H 3.238 10.289 -4.332  0.123
118 H -1.932 0.439 2.377  0.005
119 H -10.265 -6.463 4.346  0.120
120 H 4.927 7.453 -7.189  0.123
121 H -1.270 6.658 -4.769  0.074
122 H -0.937 7.507 -3.224  0.096
123 H 0.112 2.143 8.309  0.121
124 H -2.928 8.754 -9.341  0.124
125 H 5.530 -3.747 -5.023  0.117
126 H 2.670 6.466 -7.542  0.123
127 H 2.019 3.270 9.444  0.122
128 H 0.001 -0.669 1.955  -0.014
129 H 3.673 -1.439 1.601  0.113
130 H -4.083 4.141 0.847  0.119
131 H 4.622 -2.388 3.697  0.127
132 H -2.497 4.436 0.046  0.103
133 H 0.745 -1.518 -1.020  0.115
134 H -7.189 -9.897 6.346  0.124
135 H -4.520 4.778 -3.889  0.131
136 H 3.099 5.221 5.691  0.123
137 H -3.842 6.423 -3.662  0.126
138 H 9.268 -5.229 -6.720  0.121
139 H 8.153 -5.514 -8.927  0.122
140 H -0.910 2.897 0.074  0.106
141 H 1.050 -8.166 9.889  0.121
142 H 2.150 -6.195 6.152  0.102
143 H 2.995 -7.103 11.021  0.122
144 H -4.406 -5.780 3.650  0.124
145 H -1.167 8.667 -7.583  0.107
146 H 3.818 -0.357 -3.431  0.122
147 H -2.369 -2.039 1.411  0.065
148 H -11.220 -8.449 5.502  0.121
149 H -1.694 2.308 -1.374  0.107
150 H -3.679 1.609 0.147  0.115
151 H 0.864 -4.759 1.351  0.117
152 H 1.797 -5.709 3.449  0.122
153 H -5.159 5.615 -1.701  0.117
154 H 0.255 6.342 -3.913  0.089
155 H 0.980 9.301 -4.686  0.104
156 H -4.994 3.371 -1.265  0.114
157 H -2.695 -4.114 2.952  0.100
158 H -2.841 -1.492 -1.237  0.077

=====

# 3
Molecular formula: C66H58N5O4Re
Method: DFT, ωB97M-V/def2-TZVPD

The value obtained for the largest force on an atom is 2.22 eV Å⁻¹. The frontier orbital gap (alpha / beta) comes out at 4.50 / 5.03 eV. For the HOMO energy (alpha / beta), the calculation gives -2.884 / -3.664 eV. The expectation value of S² is 0.970. The total charge is -1. The multiplicity is 2.

Last column: Mulliken spin population.
CARTESIAN COORDINATES (ANGSTROEM)
1 Re -0.483 0.153 0.111  -0.007
2 O -2.896 2.864 -8.159  0.000
3 O 8.405 1.195 -1.356  0.000
4 O -2.101 -7.995 -0.573  0.011
5 O 1.506 -0.803 8.922  0.000
6 N 0.593 0.775 -1.532  -0.032
7 N -1.265 1.730 0.451  0.060
8 N -1.923 -0.550 -1.180  0.028
9 N 1.159 0.464 1.306  0.054
10 N -1.348 -0.954 1.623  0.028
11 C 0.708 -2.230 -1.669  0.002
12 C 6.285 2.185 -1.402  -0.001
13 C -1.790 2.991 0.725  -0.002
14 C -1.360 -8.368 -1.720  0.001
15 C 1.474 4.659 1.237  0.001
16 C 0.445 0.660 5.790  0.007
17 C 9.234 0.181 -0.823  0.000
18 C -2.339 -1.878 1.492  0.033
19 C 4.914 2.139 -1.202  0.009
20 C 1.138 -2.577 0.639  0.000
21 C 0.064 1.019 -2.786  0.103
22 C -2.679 -6.184 0.817  -0.047
23 C 0.841 -1.662 5.405  0.006
24 C -3.304 -0.701 -2.971  -0.115
25 C 1.997 -4.148 -0.981  0.001
26 C -2.777 5.492 1.547  0.003
27 C -1.937 -1.605 3.697  0.031
28 C 0.181 -0.244 3.449  0.060
29 C -1.636 1.330 -6.908  0.002
30 C 2.421 0.709 0.865  -0.007
31 C 6.455 -0.114 -0.730  0.000
32 C -2.760 -2.424 0.196  0.276
33 C 7.061 1.062 -1.151  0.000
34 C -3.170 4.252 -8.242  0.000
35 C 0.478 4.062 0.244  0.004
36 C -2.163 -0.041 -2.435  0.092
37 C 0.471 -0.420 4.908  0.005
38 C -1.459 5.355 1.148  -0.002
39 C -2.625 -4.427 -1.299  0.079
40 C 1.934 0.999 -1.572  0.010
41 C 2.810 0.912 -0.470  0.054
42 C 1.969 -2.049 9.405  0.000
43 C 1.174 -0.742 7.601  0.000
44 C 1.197 -1.835 6.741  0.004
45 C -1.257 0.758 -3.162  -0.025
46 C -4.159 2.010 0.969  0.010
47 C 0.791 0.505 7.123  0.003
48 C -2.411 -5.780 -1.520  -0.050
49 C 2.282 1.398 -2.911  0.084
50 C -1.237 0.778 -5.699  -0.009
51 C 1.846 -3.741 0.340  0.000
52 C -1.021 -0.842 2.959  0.024
53 C 0.552 -1.776 -0.352  -0.012
54 C -3.929 0.953 2.056  -0.002
55 C -1.730 1.260 -4.487  -0.014
56 C 2.556 0.501 3.119  0.005
57 C -3.611 4.390 1.473  -0.005
58 C -3.096 2.830 -5.736  0.002
59 C -3.674 -1.670 -2.069  0.126
60 C 5.077 -0.142 -0.526  0.006
61 C -4.203 1.373 -0.423  -0.029
62 C -2.789 -1.578 -0.957  -0.109
63 C 1.416 -3.386 -1.988  -0.002
64 C 4.282 0.980 -0.744  0.012
65 C -0.951 4.133 0.726  0.010
66 C -3.153 3.144 1.057  0.005
67 C -2.833 -3.885 -0.016  0.003
68 C -2.895 -4.835 1.027  0.117
69 C -2.761 -2.253 2.783  0.087
70 C -2.393 -6.664 -0.453  0.086
71 C -2.549 2.374 -6.926  -0.004
72 C 1.201 0.267 2.681  -0.011
73 C 1.129 1.457 -3.637  -0.027
74 C -2.683 2.272 -4.530  -0.021
75 C 3.302 0.750 2.017  -0.007
76 C 0.598 4.729 -1.128  -0.001
77 H -2.220 -6.125 -2.528  -0.003
78 H 1.499 -2.816 7.084  0.000
79 H 10.245 0.576 -0.825  0.000
80 H -1.976 -1.669 4.776  0.002
81 H 2.222 -1.897 10.449  0.000
82 H -3.151 6.445 1.906  0.000
83 H -2.956 0.472 1.929  0.000
84 H 1.605 4.590 -1.531  0.000
85 H -0.528 -0.043 -5.688  -0.002
86 H -3.081 -4.516 2.039  0.008
87 H -5.136 2.464 1.152  0.001
88 H -2.265 4.837 -8.065  0.000
89 H 0.257 -1.666 -2.483  0.003
90 H 1.305 5.731 1.398  0.000
91 H 1.198 -2.821 9.331  0.000
92 H 7.034 -1.014 -0.575  0.000
93 H 2.857 -2.384 8.863  0.000
94 H -4.992 0.616 -0.468  -0.003
95 H 1.515 -3.689 -3.025  0.000
96 H -3.257 0.887 -0.660  0.012
97 H 4.360 0.959 1.984  0.002
98 H -3.758 -0.485 -3.928  -0.002
99 H 4.319 3.029 -1.385  -0.003
100 H -3.529 4.436 -9.251  0.000
101 H -0.928 -9.343 -1.511  0.000
102 H 8.947 -0.071 0.199  0.000
103 H -4.404 2.127 -1.192  0.003
104 H -3.938 4.574 -7.539  0.000
105 H 1.026 1.747 -4.673  -0.005
106 H -0.806 6.221 1.159  0.000
107 H 0.869 -2.512 4.730  -0.001
108 H 0.161 1.638 5.417  0.001
109 H -2.562 -3.765 -2.149  -0.001
110 H -2.696 -6.883 1.646  -0.002
111 H 2.896 0.450 4.143  0.003
112 H -4.494 -2.370 -2.154  -0.003
113 H -3.615 -2.873 3.011  -0.004
114 H -0.109 4.289 -1.838  0.000
115 H 2.278 -4.330 1.143  0.000
116 H 2.493 4.532 0.858  0.000
117 H 0.731 3.019 0.130  -0.007
118 H 1.411 4.149 2.204  0.000
119 H 9.205 -0.724 -1.433  0.000
120 H -0.561 -7.652 -1.921  -0.001
121 H -4.659 4.492 1.741  0.000
122 H 3.280 1.626 -3.255  0.000
123 H 6.777 3.094 -1.737  0.000
124 H -1.998 -8.447 -2.605  0.001
125 H -3.838 3.618 -5.729  0.000
126 H 0.776 1.344 7.811  0.000
127 H 4.600 -1.060 -0.197  -0.002
128 H -4.699 0.177 2.004  -0.001
129 H -3.103 2.637 -3.597  0.003
130 H -1.241 0.966 -7.849  0.000
131 H -3.958 1.404 3.052  -0.001
132 H 0.392 5.804 -1.056  0.000
133 H 2.561 -5.043 -1.219  0.000
134 H 1.045 -2.297 1.685  -0.003